{
  "formula": "C28H33N7O4S",
  "method": "ωB97M-V/def2-TZVPD",
  "molar_mass_g_mol": 563.68,
  "smiles": "CCCCN(C(=O)CSc1nnc(-c2ccc(OC)cc2)n1CC)c1c(N)n(Cc2ccccc2)c(=O)[nH]c1=O",
  "orbital_gap_ev": 8.38,
  "e_above_lowest_kj_mol": 11.2,
  "spin_multiplicity": 1,
  "elements": ["C", "C", "C", "C", "N", "C", "O", "C", "S", "C", "N", "N", "C", "C", "C", "C", "C", "O", "C", "C", "C", "N", "C", "C", "C", "C", "N", "N", "C", "C", "C", "C", "C", "C", "C", "C", "O", "N", "C", "O", "H", "H", "H", "H", "H", "H", "H", "H", "H", "H", "H", "H", "H", "H", "H", "H", "H", "H", "H", "H", "H", "H", "H", "H", "H", "H", "H", "H", "H", "H", "H", "H", "H"],
  "xyz": [[4.04129, 6.56341, -0.10095], [3.56255, 5.12283, 0.02903], [2.80374, 4.67525, -1.21731], [2.40261, 3.19961, -1.17872], [1.46374, 2.90875, -0.09898], [0.18392, 3.29897, -0.27835], [-0.20428, 3.81660, -1.30664], [-0.78654, 3.16025, 0.88247], [-1.02507, 1.51727, 1.62864], [-1.12738, 0.48518, 0.22599], [-0.27998, 0.43716, -0.76525], [-0.64836, -0.56835, -1.56492], [-1.72343, -1.13100, -1.06649], [-2.34043, -2.30312, -1.65863], [-1.50742, -3.17882, -2.36384], [-2.01085, -4.32171, -2.93441], [-3.37202, -4.62820, -2.83062], [-3.76491, -5.78709, -3.41542], [-5.12487, -6.14757, -3.36278], [-4.21110, -3.74419, -2.16110], [-3.69756, -2.59420, -1.58612], [-2.07735, -0.48691, 0.09181], [-3.16326, -0.71853, 1.00907], [-4.32358, 0.23842, 0.74778], [1.93915, 2.22680, 1.04921], [2.36814, 0.92054, 0.92013], [2.39772, 0.31676, -0.29412], [2.84774, 0.23348, 2.00835], [3.18932, -1.17873, 1.89842], [1.98411, -2.01277, 1.53800], [2.03398, -2.94099, 0.50471], [0.91576, -3.68849, 0.17829], [-0.26278, -3.51752, 0.88287], [-0.31580, -2.60152, 1.92008], [0.79802, -1.84860, 2.24317], [2.92105, 0.80311, 3.27212], [3.33158, 0.19278, 4.23327], [2.49791, 2.09598, 3.34322], [1.97750, 2.89034, 2.31905], [1.60507, 4.02256, 2.56898], [4.57084, 6.87214, 0.79717], [3.19517, 7.23081, -0.24611], [4.71237, 6.67107, -0.95126], [4.42384, 4.46669, 0.18514], [2.91299, 5.04151, 0.90067], [3.42946, 4.82700, -2.10006], [1.90348, 5.27881, -1.33659], [1.91358, 2.94113, -2.12253], [3.28474, 2.57404, -1.03912], [-0.44899, 3.79026, 1.70812], [-1.76212, 3.50359, 0.53486], [-0.46150, -2.93225, -2.44772], [-1.37460, -5.00461, -3.47438], [-5.19774, -7.09769, -3.88915], [-5.46611, -6.27933, -2.33097], [-5.75618, -5.40752, -3.86442], [-5.27053, -3.93256, -2.08627], [-4.38565, -1.91354, -1.11089], [-3.47614, -1.76033, 0.91010], [-2.78287, -0.55646, 2.02156], [-4.00891, 1.26266, 0.93133], [-4.66778, 0.16597, -0.28182], [-5.14966, 0.00524, 1.41371], [2.45977, -0.68894, -0.30732], [1.69213, 0.66632, -0.93931], [3.55863, -1.46549, 2.88923], [3.99903, -1.31053, 1.17442], [2.95504, -3.08748, -0.04353], [0.96397, -4.40543, -0.62696], [-1.13455, -4.10008, 0.62429], [-1.22571, -2.47825, 2.48814], [0.75125, -1.13232, 3.05031], [2.54483, 2.52785, 4.25935]],
  "forces_ev_per_angstrom": [[0.0, -0.2, 0.1], [-0.1, 0.1, -0.2], [0.1, -0.3, 0.3], [0.0, 0.5, -0.4], [0.6, -0.2, 0.1], [-0.4, -0.1, 0.2], [-0.1, 0.2, -0.2], [-0.5, -0.1, 0.0], [-0.1, 0.1, 0.2], [-0.1, 0.2, 0.2], [-0.2, 0.5, 0.5], [-0.3, -0.7, -0.8], [0.2, 0.4, 0.2], [-0.3, -0.3, -0.1], [-0.2, 0.0, 0.1], [-0.2, -0.1, -0.1], [0.1, 0.2, 0.1], [0.3, 0.1, 0.0], [-0.2, -0.1, 0.0], [-0.2, -0.4, -0.2], [0.3, 0.1, 0.0], [0.6, 0.1, -0.5], [-0.5, 0.1, 0.2], [0.1, -0.2, 0.1], [0.0, 0.1, 0.0], [-0.1, 0.6, -0.3], [0.4, -0.1, 0.2], [0.1, -0.2, -0.1], [0.1, -0.2, 0.2], [0.0, -0.1, 0.0], [0.1, 0.0, 0.2], [-0.1, -0.1, 0.0], [0.0, -0.1, 0.0], [0.0, 0.0, 0.1], [0.1, 0.0, 0.0], [0.0, 0.1, -0.1], [0.1, -0.1, 0.3], [0.0, 0.3, 0.4], [0.2, -0.5, -0.3], [-0.1, 0.2, 0.1], [0.1, 0.1, 0.1], [-0.1, 0.1, 0.0], [0.1, 0.1, -0.1], [0.0, -0.1, 0.1], [0.0, -0.1, 0.0], [0.0, 0.0, -0.1], [0.0, 0.0, -0.1], [0.1, -0.1, 0.0], [-0.1, 0.0, 0.0], [0.0, -0.1, 0.0], [0.2, 0.0, -0.1], [0.1, 0.0, 0.0], [0.1, -0.1, -0.1], [0.0, 0.1, 0.0], [0.0, 0.0, 0.0], [0.0, 0.0, 0.0], [-0.1, -0.1, 0.0], [0.0, 0.1, 0.1], [0.1, 0.1, 0.1], [-0.1, -0.2, -0.1], [0.0, 0.1, 0.0], [0.0, 0.0, -0.1], [-0.1, 0.0, 0.1], [-0.1, 0.1, 0.0], [0.0, 0.0, 0.2], [0.0, 0.1, -0.3], [-0.1, 0.0, 0.0], [0.1, 0.0, -0.1], [0.0, -0.1, -0.1], [-0.1, -0.1, 0.0], [-0.1, 0.0, 0.1], [0.0, 0.1, 0.1], [0.0, -0.1, -0.2]]
}